# 1
116
Properties=species:S:1:pos:R:3:forces:R:3:mulliken_charge:R:1 method="wB97M-V/def2-TZVPD" spin_multiplicity=1 orbital_gap_ev=9.851 energy_ha=-3515.5358
C -4.51858 4.86813 2.31831 -0.2 -0.1 0.1 -1.03
C -5.21030 3.53750 2.02841 0.0 -0.1 0.0 -0.36
O -4.27060 2.65320 1.43760 0.3 0.1 -0.1 -0.27
C -4.75667 1.35250 1.16185 -0.1 0.0 0.1 -0.70
C -4.47354 0.94780 -0.27627 0.1 0.1 -0.1 -0.45
O -3.38020 0.04774 -0.29999 0.0 -0.1 0.1 -0.24
C -3.02856 -0.42230 -1.58880 0.0 0.1 0.0 -0.67
C -1.66023 0.07686 -1.98699 0.0 0.1 -0.1 -0.50
O -0.68348 -0.57300 -1.20264 -0.1 -0.1 0.0 -0.23
C 0.65339 -0.35743 -1.64494 -0.1 0.0 0.1 -0.85
Si 1.62677 -1.07830 -0.19687 0.1 -0.3 0.3 -0.18
C 1.00456 -0.24593 1.35916 0.3 0.0 0.1 0.24
C 1.25507 -0.96903 2.69985 -0.1 0.1 0.0 -0.46
C 2.10092 -0.17641 3.68143 -0.4 0.2 0.1 -1.20
I 4.17555 -0.20206 3.22053 0.2 0.0 0.0 -0.01
C 1.25322 -2.91911 -0.16916 0.3 0.0 -0.1 -1.47
C 2.40898 -3.94068 -0.18207 -0.2 -0.3 0.0 0.29
C 2.79557 -4.35386 1.23253 0.0 0.1 0.2 -0.48
O 3.61482 -5.50720 1.24312 -0.1 -0.1 -0.2 -0.42
C 4.85785 -5.46120 1.91014 -0.1 0.1 0.0 -0.63
O 3.27962 -0.83362 -0.40809 -0.4 0.2 -0.3 0.44
Si 4.00180 0.10799 -1.52410 0.6 0.0 0.5 0.14
Cl 3.56217 -0.59981 -3.38262 -0.1 -0.1 -0.3 -0.45
C 3.53815 1.89899 -1.44044 0.1 0.4 0.2 -0.92
C 3.29930 2.40731 0.00181 0.2 0.0 -0.2 1.03
C 4.36400 3.37013 0.51235 -0.1 0.1 0.1 -1.33
I 1.37071 3.37288 0.09997 -0.1 0.0 0.1 0.06
N 5.73025 -0.04072 -1.24065 -0.2 0.0 -0.3 0.51
C 6.18111 -1.42102 -1.19655 0.0 0.1 -0.1 0.14
C 6.08879 -2.01855 0.16859 -0.1 -0.4 0.2 -0.40
O 6.60096 -2.00641 -2.15293 0.1 0.0 0.1 -0.51
C 6.55745 0.79773 -2.09562 -0.1 -0.1 -0.3 0.38
C 7.14413 1.99549 -1.40194 -0.1 0.1 0.2 -1.05
O 6.76752 0.54977 -3.24804 0.0 0.1 0.1 -0.50
H -3.47108 4.79036 2.02698 -0.1 0.1 0.0 0.39
H -4.56907 5.11174 3.38088 0.1 0.0 -0.1 0.27
H -4.99190 5.68145 1.76906 0.1 0.0 0.0 0.18
H -5.59729 3.08458 2.94958 -0.1 0.1 0.0 0.34
H -6.04934 3.67935 1.33541 -0.1 0.0 0.1 0.37
H -5.83082 1.30048 1.36736 0.0 0.0 0.0 0.39
H -4.24699 0.63921 1.81831 -0.1 0.0 0.0 0.29
H -5.34882 0.46998 -0.73283 0.0 0.0 0.0 0.35
H -4.23384 1.85790 -0.84158 -0.1 0.0 0.0 0.34
H -3.03147 -1.51657 -1.57340 0.0 0.0 0.0 0.25
H -3.75672 -0.09279 -2.33937 0.0 0.0 0.0 0.46
H -1.48370 -0.11853 -3.05420 0.0 0.0 0.0 0.36
H -1.60842 1.16235 -1.81984 0.0 0.0 -0.1 0.30
H 0.84445 -0.90899 -2.57428 0.0 0.1 0.0 0.63
H 0.82212 0.71155 -1.83005 0.1 0.0 0.0 0.43
H -0.06863 -0.12730 1.18571 0.0 0.1 0.0 0.40
H 1.41824 0.76440 1.42692 -0.1 0.0 -0.1 -0.19
H 0.29838 -1.11593 3.21011 0.0 -0.2 -0.1 0.41
H 1.70686 -1.95250 2.54786 -0.1 -0.1 0.1 0.00
H 1.99718 -0.54412 4.70036 0.2 -0.1 -0.1 0.56
H 1.82502 0.87747 3.67295 0.0 0.0 0.0 0.44
H 0.62042 -3.09261 -1.04503 0.0 0.0 0.1 0.59
H 0.62698 -3.13599 0.70261 -0.1 0.1 -0.1 0.62
H 2.04412 -4.85053 -0.67009 0.1 0.0 0.0 -0.12
H 3.27248 -3.60711 -0.76449 0.0 0.1 0.1 0.09
H 1.86671 -4.61119 1.75990 0.0 0.1 0.0 0.35
H 3.25510 -3.52220 1.78787 0.1 -0.1 -0.1 0.26
H 4.88932 -4.64341 2.63717 0.1 0.0 0.0 0.31
H 5.00108 -6.40389 2.44261 0.0 0.0 0.0 0.28
H 5.67760 -5.34522 1.19654 0.0 0.1 0.0 0.21
H 2.66608 2.08319 -2.06720 0.0 -0.1 0.0 0.68
H 4.34264 2.48854 -1.89796 -0.1 -0.1 0.0 0.53
H 3.24789 1.56677 0.69339 -0.3 0.1 0.1 -0.83
H 4.67940 4.05658 -0.27595 0.0 0.0 0.0 0.37
H 5.22022 2.80250 0.88313 0.1 0.0 -0.1 0.18
H 3.99705 3.97437 1.34288 0.0 -0.1 0.0 0.49
H 6.99969 -2.58783 0.35496 0.0 0.0 0.0 0.54
H 5.25225 -2.71829 0.16459 0.0 -0.1 0.1 -0.26
H 5.91711 -1.27576 0.93982 0.0 0.0 0.0 -0.05
H 8.23041 1.92435 -1.46202 0.0 0.1 -0.1 0.41
H 6.84265 2.05387 -0.35942 0.0 0.0 -0.1 0.14
H 6.82225 2.89794 -1.92427 0.1 0.0 0.0 0.30
C 4.30897 -6.81918 -2.26605 0.0 0.0 -0.1 -1.02
C 3.60300 -6.62185 -3.60395 0.0 0.0 0.1 -0.45
C 2.14284 -7.07193 -3.59156 0.0 0.0 0.0 -0.50
C 1.93186 -8.55714 -3.29204 0.0 0.0 0.0 -0.73
C 2.65283 -9.50938 -4.24437 0.0 0.0 0.0 -0.40
C 2.20569 -9.37418 -5.69679 0.0 0.0 0.0 -1.20
H 4.35394 -7.87122 -1.97924 0.0 0.0 0.0 0.33
H 5.33294 -6.44549 -2.30776 0.0 0.0 0.0 0.39
H 3.78724 -6.28158 -1.47189 0.0 0.0 0.1 0.12
H 4.15079 -7.14674 -4.39158 0.0 0.0 0.0 0.31
H 3.63528 -5.56212 -3.87051 0.0 0.0 0.0 0.37
H 1.68452 -6.82281 -4.55276 0.0 0.0 0.0 0.36
H 1.60027 -6.48807 -2.84031 0.0 0.0 0.0 0.17
H 0.85829 -8.76945 -3.32499 0.0 0.0 0.0 0.40
H 2.24862 -8.77117 -2.26787 0.0 0.0 0.0 0.31
H 2.47564 -10.53463 -3.90923 0.0 0.0 0.0 0.38
H 3.73306 -9.35386 -4.17944 0.0 0.0 0.0 0.23
H 1.13228 -9.55276 -5.79070 0.0 0.0 0.0 0.29
H 2.72045 -10.09300 -6.33538 0.0 0.0 0.0 0.38
H 2.41393 -8.37883 -6.09163 0.0 0.0 0.0 0.28
C -8.19036 9.58643 0.90669 0.0 0.0 0.0 -1.16
C -8.99989 9.39291 2.18546 0.0 0.0 0.0 -0.35
C -8.13678 9.20979 3.43275 0.0 0.0 0.0 -0.81
C -7.22006 7.98554 3.40231 0.0 0.0 0.0 -0.66
C -7.93778 6.65380 3.19246 0.0 -0.1 0.1 0.19
C -8.93320 6.31382 4.29767 0.0 0.0 -0.1 -1.35
H -7.56963 8.71675 0.68601 0.0 0.0 0.0 0.26
H -8.84362 9.74716 0.04847 0.0 0.0 0.0 0.38
H -7.53169 10.45325 0.99170 0.0 0.0 0.0 0.30
H -9.67027 8.53726 2.06667 0.0 0.0 0.0 0.23
H -9.64504 10.26202 2.33585 0.0 0.0 0.0 0.37
H -8.78658 9.15906 4.31040 0.0 0.0 0.0 0.32
H -7.51818 10.10222 3.56930 0.0 0.0 0.0 0.39
H -6.66525 7.94338 4.34491 0.0 0.0 0.0 0.40
H -6.46779 8.11126 2.61849 0.0 0.0 0.0 0.29
H -7.18437 5.86354 3.13746 0.0 0.0 0.0 -0.08
H -8.44990 6.65125 2.22616 0.0 0.0 0.0 0.26
H -8.43703 6.28048 5.26991 0.0 0.0 0.0 0.31
H -9.39448 5.34067 4.12538 0.0 0.0 0.0 0.40
H -9.73658 7.04925 4.35801 0.0 0.0 0.0 0.30


# 2
120
Properties=species:S:1:pos:R:3:forces:R:3:mulliken_charge:R:1 method="wB97M-V/def2-TZVPD" spin_multiplicity=1 orbital_gap_ev=7.763 energy_ha=-9961.8529 total_charge=-1
C 3.45616 -4.60461 -2.19885 0.3 0.0 -0.3 -0.72
C 2.01241 -4.27734 -2.90404 -2.0 3.6 1.6 0.13
Br 1.38808 -5.62195 -4.30012 0.9 1.1 1.4 -0.27
C 1.15899 -3.07252 -2.57357 2.9 -5.1 -1.8 0.16
Br -0.60612 -2.98903 -3.57832 1.5 0.0 1.0 -0.15
Ga 1.77183 -1.63153 -1.18595 -0.5 0.2 0.1 -0.15
C 1.00538 0.25447 -1.54129 -0.1 1.0 -0.9 -0.25
C -0.57709 0.29854 -1.96600 0.0 1.7 0.1 -0.60
C -1.60686 -0.38997 -0.89207 -0.6 -0.3 -1.3 -0.08
C -3.11643 0.24805 -1.22610 1.2 -1.7 -1.3 -0.73
S -4.39181 -0.29519 0.07661 -3.2 3.5 3.8 1.13
O -5.85197 0.09755 -0.31068 5.0 -1.9 0.5 -0.61
O -3.98091 0.39768 1.43321 -0.7 -3.4 -5.3 -0.56
O -4.33164 -2.02215 0.21978 -0.7 2.2 -0.6 -0.47
O 3.66687 -1.52881 -1.27163 -0.4 0.9 -1.9 -0.26
C 4.14411 -1.03408 -2.57416 0.8 -1.4 0.1 -0.05
C 5.64828 -0.42540 -2.34323 0.1 -1.3 -0.4 -0.71
N 5.75358 1.08092 -2.42304 -0.8 -0.8 0.4 -0.40
C 4.63090 1.79307 -1.70249 0.1 1.4 0.0 -0.62
C 4.49947 1.45257 -0.10463 -1.0 1.6 0.5 1.59
C 4.04939 2.85125 0.69458 -1.2 -1.0 -0.2 -0.94
O 5.74194 1.00742 0.54510 -0.1 1.4 -1.4 -0.55
C 1.09559 -2.35311 0.67670 2.4 0.4 5.2 0.05
I -0.74187 -3.60750 0.85898 1.3 0.8 -0.5 -0.10
C 1.80770 -2.09487 1.96774 -1.2 -0.4 -4.3 -0.26
C 3.19982 -1.23300 2.05503 -0.2 0.1 1.6 -0.32
I 1.03883 -2.88434 3.90643 0.8 0.7 -1.2 -0.07
H 4.32024 -4.16602 -2.89555 -1.9 -0.9 1.6 0.19
H 3.57104 -4.13602 -1.11753 -0.5 -0.7 -2.5 0.11
H 3.65855 -5.75844 -2.07899 -0.7 2.3 -0.5 0.40
H 1.60727 0.72972 -2.45611 -1.3 -0.9 1.9 -0.04
H 1.25109 0.95145 -0.61802 -0.8 -1.3 -1.7 0.18
H -0.72780 -0.09391 -3.08305 0.3 0.5 2.7 0.07
H -0.87380 1.45376 -2.01775 0.5 -2.2 0.1 0.41
H -1.69664 -1.53486 -1.19958 0.3 2.4 1.2 0.02
H -1.30532 -0.23252 0.23335 -0.6 -0.3 -2.3 0.32
H -3.46215 -0.28105 -2.22941 0.5 1.2 2.1 0.26
H -3.09471 1.40829 -1.39005 -0.5 -2.3 0.9 0.38
H -5.24204 -2.40575 0.03134 1.3 1.1 0.2 0.34
H 3.41039 -0.29992 -3.11958 1.4 -1.1 1.1 0.13
H 4.26535 -1.96868 -3.30710 -0.3 1.9 1.4 0.19
H 6.05277 -0.84126 -1.30406 -1.1 1.1 -2.1 0.08
H 6.35281 -0.93086 -3.16334 -1.4 1.4 1.6 0.40
H 5.85607 1.38044 -3.41807 -0.5 -0.3 1.3 0.30
H 3.57028 1.67028 -2.19449 1.9 0.1 1.0 0.11
H 4.88027 2.95834 -1.77343 -0.4 -2.4 0.1 0.42
H 3.58123 0.71097 0.06458 2.8 1.1 -0.4 -1.23
H 4.94074 3.29272 1.31089 -1.7 -0.7 -1.3 0.16
H 3.58255 3.57779 -0.09498 1.0 -1.0 1.6 0.39
H 3.16736 2.55847 1.44351 2.0 0.8 -1.4 0.24
H 6.45509 1.70617 0.33567 -1.8 -1.6 0.3 0.40
H 2.94614 -0.07088 1.99789 0.6 -2.5 -0.1 0.04
H 3.65636 -1.38468 3.14764 -1.1 0.3 -2.4 0.43
H 4.03961 -1.56596 1.31130 -2.0 0.7 1.0 0.09
C -9.17202 2.61850 4.67639 0.0 -0.1 -0.1 -1.44
C -7.76347 2.47138 5.24407 -0.1 -0.3 0.0 -0.32
N -7.32892 1.07907 5.38513 0.1 -0.1 0.4 0.14
C -6.12250 0.92659 6.20281 -0.2 0.1 0.1 -0.69
C -4.83139 1.54657 5.67798 0.3 -0.1 -0.1 -0.88
C -7.36974 0.25909 4.17194 -0.4 0.1 -0.2 -1.06
C -6.57449 0.74087 2.96340 0.1 -0.2 0.0 -0.36
H -9.89736 2.04053 5.26003 0.2 0.0 -0.1 0.32
H -9.47853 3.66959 4.70989 0.1 -0.1 0.0 0.43
H -9.22763 2.29601 3.63273 0.0 0.0 0.1 0.29
H -7.76994 2.94353 6.23545 0.2 -0.3 0.0 0.46
H -7.06889 3.05247 4.62836 0.0 0.2 -0.1 0.26
H -5.94711 -0.13885 6.39883 -0.2 0.1 -0.2 0.33
H -6.32661 1.35976 7.19043 -0.2 0.1 -0.1 0.39
H -4.41650 0.97130 4.84786 0.0 0.2 0.0 0.18
H -4.07632 1.54839 6.47157 -0.1 0.0 0.0 0.39
H -4.96739 2.58277 5.35653 0.0 -0.1 0.0 0.25
H -8.41764 0.15134 3.86673 0.0 0.1 0.1 0.38
H -7.05697 -0.76624 4.41198 0.1 0.3 0.2 0.35
H -6.72585 1.80352 2.75786 0.0 0.0 0.0 0.17
H -6.89754 0.19150 2.07121 0.1 0.1 0.1 0.34
H -5.50661 0.55627 3.07996 -0.2 0.2 -0.1 0.11
C 6.63382 1.50860 4.27234 -0.1 0.0 0.0 -1.32
C 6.79203 2.95541 4.73019 -0.3 -0.1 -0.1 -0.49
N 5.53063 3.69994 4.77252 -0.1 0.4 -0.1 0.25
C 5.71415 5.14727 4.90983 0.0 -0.2 -0.3 -0.71
C 6.35707 5.65816 6.19531 0.0 0.3 0.2 -1.00
C 4.46310 3.12432 5.59405 0.0 -0.3 -0.3 -0.67
C 4.75911 2.87619 7.06915 -0.1 -0.1 0.3 -1.01
H 6.11466 1.45184 3.30899 0.0 0.0 0.1 0.26
H 7.61984 1.04809 4.14762 -0.1 0.1 0.0 0.47
H 6.08325 0.90724 5.00142 0.0 0.0 -0.1 0.29
H 7.46804 3.44250 4.01496 -0.2 0.2 0.1 0.44
H 7.30329 2.96861 5.69852 0.2 0.0 0.1 0.28
H 4.74899 5.65169 4.77433 0.0 -0.3 0.0 0.38
H 6.32716 5.49169 4.06705 0.0 -0.2 0.0 0.38
H 5.66771 5.60287 7.04024 0.1 -0.1 0.0 0.21
H 6.62858 6.71263 6.07568 0.0 -0.1 0.0 0.41
H 7.27097 5.11409 6.44886 -0.1 0.0 0.0 0.27
H 4.16135 2.17071 5.14411 0.2 0.1 0.0 0.30
H 3.56352 3.75005 5.51690 0.3 0.1 -0.1 0.41
H 5.72243 2.38482 7.22705 0.0 0.1 0.0 0.24
H 3.98964 2.21835 7.49027 0.1 0.1 -0.1 0.39
H 4.73869 3.79925 7.64844 0.1 0.0 0.0 0.25
C -5.41741 -2.27405 -8.20466 0.0 0.0 -0.1 -1.43
C -4.00886 -2.42117 -7.63698 -0.1 -0.3 0.0 -0.31
N -3.57431 -3.81348 -7.49592 0.0 -0.2 0.2 0.11
C -2.36789 -3.96595 -6.67824 -0.1 0.1 0.2 -0.63
C -1.07678 -3.34597 -7.20307 0.4 0.0 0.0 -0.79
C -3.61513 -4.63345 -8.70911 -0.4 0.1 0.1 -0.70
C -2.81988 -4.15167 -9.91765 0.1 -0.1 -0.4 -0.94
H -6.14275 -2.85201 -7.62103 0.2 0.0 -0.1 0.32
H -5.72392 -1.22295 -8.17117 0.1 -0.1 0.0 0.43
H -5.47302 -2.59654 -9.24832 0.0 0.0 0.1 0.30
H -4.01533 -1.94902 -6.64560 0.2 -0.3 -0.1 0.42
H -3.31428 -1.84007 -8.25269 0.1 0.2 -0.1 0.26
H -2.19250 -5.03140 -6.48222 -0.2 0.1 -0.2 0.22
H -2.57200 -3.53278 -5.69062 -0.1 0.0 -0.2 0.33
H -0.66188 -3.92124 -8.03320 0.0 0.1 0.0 0.24
H -0.32171 -3.34416 -6.40948 -0.1 0.0 -0.1 0.25
H -1.21278 -2.30978 -7.52452 0.0 -0.1 0.0 0.25
H -4.66303 -4.74120 -9.01432 0.0 0.1 0.1 0.39
H -3.30236 -5.65878 -8.46907 0.1 0.3 0.2 0.34
H -2.97124 -3.08902 -10.12319 0.0 0.0 0.1 0.24
H -3.14293 -4.70104 -10.80984 0.0 0.1 0.1 0.37
H -1.75200 -4.33627 -9.80109 0.0 0.1 0.0 0.27